No. 1
Entry from OMol25: a molecular structure, C14H9F5I2IrO4S2Tl in a non-equilibrium geometry (ωB97M-V/def2-TZVPD).

DFT total energy = -3005.90935 hartree
E_HOMO (alpha / beta) = -22.23 / -22.07 eV
Frontier orbital gap (alpha / beta) = 5.71 / 4.49 eV

Structure (ORCA input):
```
! RIJCOSX wB97M-V def2-TZVPD def2/J DEFGRID3
* xyz 4 5
I -3.229 -1.173 -2.606
I -1.274 -1.501 3.304
Ir 0.212 -0.246 1.543
Tl -0.341 0.412 -2.075
S -0.825 -1.758 -0.029
C 2.273 -0.425 -3.506
C 1.362 3.190 -2.687
C 0.062 -3.315 -0.381
C -0.334 -4.318 0.697
C 1.567 -3.123 -0.476
C -0.500 -3.780 -1.723
C 0.849 1.429 2.105
C 1.935 -0.915 1.914
O 1.376 4.292 -2.378
O 3.244 -0.867 -3.908
O 1.319 2.402 2.516
O 3.008 -1.231 2.246
H 0.134 -5.285 0.449
H -1.421 -4.440 0.687
H 0.002 -4.006 1.687
H 2.014 -4.060 -0.836
H 2.000 -2.903 0.502
H 1.810 -2.317 -1.179
H -0.008 -4.726 -1.979
H -0.300 -3.055 -2.515
H -1.581 -3.943 -1.649
F -1.369 6.603 1.088
C -1.534 5.269 1.034
C -1.501 4.505 2.194
F -1.284 5.118 3.371
C -1.683 3.134 2.125
F -1.651 2.423 3.273
C -1.836 2.496 0.884
S -1.881 0.773 0.737
C -1.956 3.296 -0.262
F -2.169 2.723 -1.487
C -1.796 4.671 -0.197
F -1.902 5.411 -1.318
*
```

natural (NBO) atomic charges, in units of e: 0.792 0.720 0.237 0.749 -0.006 0.469 0.512 -0.143 -0.635 -0.626 -0.631 0.556 0.577 -0.408 -0.350 -0.282 -0.263 0.293 0.234 0.213 0.294 0.214 0.206 0.297 0.204 0.224 -0.151 0.476 0.366 -0.203 0.335 -0.256 -0.213 0.010 0.324 -0.282 0.347 -0.199

---

No. 2
Entry from OMol25: C14H9NO2S in the gas phase in a non-equilibrium geometry (ωB97M-V/def2-TZVPD).

DFT total energy = -1142.37875 hartree
Energy above the lowest of the compared OMol25 structures with the same formula, charge and spin = 0.000 eV
E_HOMO = -8.65 eV
Frontier orbital gap = 8.25 eV

Structure (ORCA input):
```
! RIJCOSX wB97M-V def2-TZVPD def2/J DEFGRID3
* xyz 0 1
O 5.582 0.625 0.005
C 4.681 -0.178 0.001
O 4.912 -1.502 -0.004
C 3.246 0.169 0.001
C 2.895 1.528 0.003
C 1.579 1.924 0.002
C 0.582 0.947 0.000
N -0.754 1.173 -0.001
C -1.445 0.090 -0.002
C -2.888 0.044 -0.001
C -3.577 -1.169 0.006
C -4.958 -1.182 0.008
C -5.667 0.009 0.003
C -4.989 1.219 -0.004
C -3.609 1.242 -0.006
S -0.482 -1.405 -0.003
C 0.947 -0.423 -0.002
C 2.269 -0.820 -0.002
H 5.868 -1.663 -0.004
H 3.693 2.254 0.005
H 1.298 2.964 0.004
H -3.024 -2.097 0.010
H -5.485 -2.125 0.014
H -6.746 -0.006 0.005
H -5.541 2.147 -0.008
H -3.064 2.172 -0.012
H 2.542 -1.863 -0.003
*
```

natural (NBO) atomic charges, in units of e: -0.592 0.777 -0.689 -0.179 -0.169 -0.193 0.099 -0.432 0.100 -0.044 -0.190 -0.215 -0.192 -0.212 -0.175 0.343 -0.146 -0.200 0.502 0.242 0.229 0.213 0.217 0.216 0.217 0.235 0.239